Record 1
Entry from OMol25: a 6-piece molecular cluster, C40H71BF3INO9 overall at a distorted geometry (the ωB97M-V functional and the def2-TZVPD basis).

Calculated values
orbital gap	0.273	Ha
strongest force on any atom	3.1	eV/Å
net charge	-1
2S+1	1

Each line ends with the Mulliken charge.
Geometry (Å):
C -2.614 -0.014 2.903  -1.326
H -8.098 -0.326 -4.228  0.286
H -2.446 7.880 1.000  0.261
H -9.731 -1.753 -5.492  0.348
C -1.753 -5.024 0.266  -1.343
C 0.645 -2.046 -1.834  -1.540
H 2.839 -4.236 3.894  0.489
C 1.471 -2.673 2.961  1.001
H 10.638 -2.074 -2.027  0.326
O 1.847 -2.784 0.455  -0.348
C 2.903 1.117 -0.175  -0.550
H 3.520 0.386 1.590  0.375
O -1.534 -0.822 -2.112  -0.183
H 1.302 1.409 -6.898  0.336
H 2.103 -4.689 2.235  0.360
H 2.252 1.511 7.542  0.268
C -0.549 2.048 3.190  -0.395
C -0.249 -5.573 3.461  0.173
H 1.963 1.112 -0.777  0.030
H 0.914 1.062 5.720  0.247
H 1.200 -2.950 -2.227  0.195
H -4.506 8.938 1.991  0.355
H 3.113 -0.838 7.789  0.397
H 1.227 -1.147 -2.191  0.241
C -1.201 -0.292 2.588  0.118
H 0.312 -2.440 -4.250  0.442
H 1.118 0.893 -8.587  0.354
H -1.764 -6.119 0.023  0.335
H -4.646 7.602 3.123  0.275
H -2.283 4.506 3.157  -0.002
F 0.849 -4.817 5.415  -0.335
C -5.248 0.157 -2.071  -0.341
C 4.212 1.124 -1.084  -0.679
C 0.755 0.740 -7.568  -1.033
C 2.100 -2.063 1.647  -1.279
C -9.356 -2.054 -4.511  -1.121
F -0.071 -6.596 2.562  -0.232
H 1.833 1.496 2.342  0.429
O -7.538 -1.807 -2.940  -0.534
H -9.278 -3.145 -4.487  0.330
C 0.788 -4.884 4.023  0.337
C -3.006 1.317 3.395  -0.929
H 2.976 2.076 0.431  0.349
H -5.975 3.543 -1.116  0.352
H -4.075 1.503 3.659  0.207
H -2.541 -4.529 -0.375  0.274
H 0.348 -2.726 2.938  -0.116
H -5.787 -0.758 -2.436  0.471
H -3.258 8.704 3.233  0.322
N 3.040 -0.017 0.776  -0.082
H -7.453 -2.768 -2.942  0.264
H -3.522 3.717 4.217  0.329
C -3.931 8.190 2.544  -1.054
I 4.275 -2.509 1.885  -0.219
C 10.979 -1.039 -2.103  -1.062
H 5.789 0.389 0.226  0.084
B 0.661 -2.169 -0.192  0.669
C -6.018 1.383 -1.823  -0.333
H 10.520 0.892 -1.259  0.288
C -0.738 0.995 -7.479  -0.269
H 1.476 -0.843 7.101  0.326
H 10.833 -0.729 -3.139  0.280
H 6.217 2.805 -1.663  0.333
H -3.271 -1.752 -2.891  0.317
F -1.555 -5.311 3.806  -0.255
C -1.956 2.342 3.510  0.840
O 8.805 -0.191 -1.481  -0.462
H 5.180 2.002 0.777  0.270
H 4.147 1.910 -1.892  0.488
C 1.948 -4.183 3.221  -0.668
H 8.514 -1.106 -1.387  0.250
H 0.360 -4.901 0.772  0.097
C -3.158 7.296 1.593  -0.024
H 7.388 2.548 -0.234  0.295
C -0.142 0.698 2.728  0.695
C -2.417 3.772 4.000  -0.891
C 6.668 2.070 -0.947  -0.898
C -5.391 2.619 -1.323  -0.631
C -3.939 2.569 -1.063  -0.546
H -2.077 1.315 -1.083  0.219
C -3.171 1.350 -1.296  -0.255
C 10.191 -0.144 -1.165  -0.252
H -4.533 7.302 0.216  0.280
H 10.326 -0.456 -0.124  0.266
H -1.834 4.066 4.912  0.308
C 1.710 -0.510 1.267  1.952
C 2.513 -0.547 6.924  -0.932
H -2.070 -4.811 1.328  0.147
H -0.975 -1.320 2.228  0.142
C -2.924 -1.146 -2.008  -0.256
C 5.472 1.409 -0.140  -0.206
H -3.374 -0.827 2.799  0.350
H -1.281 0.312 -8.134  0.273
H -3.381 3.454 -0.667  0.392
H 1.748 -2.041 3.844  -0.048
H 0.222 2.851 3.296  0.256
H -3.043 -1.803 -1.094  0.111
C 1.376 0.471 2.459  -1.268
H -0.976 2.022 -7.778  0.263
C -0.748 -2.165 -4.005  -1.401
C -8.012 -1.413 -4.223  -0.184
H -1.064 -1.174 -4.468  0.280
H -0.723 1.397 -5.577  0.260
C 2.608 0.946 6.673  -0.364
H 7.192 1.222 -1.476  0.114
H 0.987 -0.281 -7.260  0.245
H -1.455 -2.960 -4.374  0.264
H 0.061 -4.602 -0.988  0.249
C -3.806 0.135 -1.806  0.350
H -10.086 -1.769 -3.751  0.283
O -4.051 6.628 0.709  -0.466
H -7.273 -1.704 -4.977  0.263
H -1.373 -2.963 -2.048  -0.287
H 1.847 0.038 3.383  0.007
H 2.860 -1.104 6.051  0.136
C -0.826 -2.041 -2.397  1.556
H -7.115 1.398 -2.026  0.290
O -0.473 -2.988 0.317  -0.315
C -0.320 -4.366 0.043  0.105
H 4.386 0.111 -1.531  0.228
O 1.830 1.310 5.540  -0.383
H 3.642 1.235 6.475  0.302
H 12.046 -1.004 -1.871  0.334
O -1.199 0.785 -6.152  -0.444
H -2.604 6.539 2.147  0.056
O 0.720 -0.777 0.328  -0.645

Record 2
Entry from OMol25: C57H71AsN12ORbS3Se as an isolated structure (the ωB97M-V functional and the def2-TZVPD basis).

Calculated values
orbital gap	0.276	Ha
strongest force on any atom	0.6	eV/Å
energy relative to the best compared isomer or geometry (same formula, charge and spin)	12.3	kcal/mol
net charge	+1
2S+1	1

Each line ends with the Mulliken charge.
Geometry (Å):
C 2.772 4.052 -6.266  -0.763
C -3.104 -4.945 1.243  -0.907
C -2.027 2.138 3.373  -0.924
N 0.708 -2.539 3.631  2.184
C -5.024 -4.585 -2.055  -1.245
S -0.412 3.389 -3.071  0.582
N -2.259 1.060 -0.738  0.994
N -1.731 -3.525 -0.346  1.519
H 1.973 -4.569 1.303  0.139
Rb 0.670 1.267 0.290  0.133
H 0.479 5.604 1.963  0.477
C 3.355 3.735 -0.205  -0.951
C 2.013 -5.910 -0.397  -0.803
C 1.665 -4.575 0.256  -0.420
H 5.627 0.260 -3.285  0.201
H -2.183 -2.789 -2.959  0.209
H -1.630 -7.155 3.365  0.447
C 3.147 -2.564 3.567  -1.435
C -0.547 -5.941 1.978  -0.825
H -1.047 -3.981 5.981  0.589
C -0.592 -2.210 3.270  -1.258
H 2.908 0.673 8.075  0.428
C 0.502 4.345 -5.526  -0.552
H -4.080 -4.566 0.978  0.373
C -0.609 -3.454 5.153  -1.551
H 4.382 3.477 0.050  0.485
C 3.524 6.330 1.338  -1.208
H 4.904 1.783 -2.878  0.236
C 1.932 -2.114 3.039  -0.077
H 3.457 -1.714 -1.282  -0.370
H 2.891 -0.139 0.674  -0.493
C 4.316 -2.097 3.000  -1.165
H 1.438 -6.703 0.088  0.311
C -2.683 4.843 -3.391  -0.006
H -1.547 1.051 1.757  -0.989
C -3.080 -2.958 -2.360  -0.435
C -2.816 -2.667 4.266  -0.846
H -3.616 -2.699 -0.264  0.555
C 4.256 -1.196 1.945  -0.855
C -3.186 1.741 -0.128  -0.236
H -0.988 8.266 -2.798  0.423
N 0.236 -4.306 0.219  1.799
H 3.324 6.845 0.399  0.366
H 0.758 -5.622 -2.125  0.040
C -1.319 4.925 -3.162  -0.208
C -2.812 0.313 -4.343  -1.187
C -3.206 2.113 1.317  -1.050
C -4.062 0.939 -4.466  -0.650
H -4.505 5.958 -3.597  0.451
N 1.863 -1.302 2.007  1.561
C 0.829 3.724 -4.327  0.317
C 0.673 -3.305 4.801  -0.303
H 2.327 2.731 -3.163  0.300
H 4.593 6.171 1.461  0.387
N -1.374 -2.792 4.218  0.686
H 4.906 -1.738 -2.331  0.465
O 2.974 0.813 -1.674  -0.223
C -2.959 -5.911 2.229  -0.944
H -3.612 -4.564 -3.667  0.481
H 3.012 0.405 3.792  0.572
H -4.568 0.931 -5.423  0.450
C 0.794 5.050 1.079  -0.750
H -3.419 8.141 -3.209  0.406
H 5.268 -2.423 3.397  0.475
H -5.061 2.571 -0.658  0.247
H 3.343 4.409 -1.064  0.478
H 0.597 1.554 8.018  0.451
C -0.398 -3.392 -0.560  -0.910
H -2.925 -5.098 -2.157  0.125
H 2.672 -5.241 -3.755  0.425
H 2.820 2.823 -0.463  0.000
S -1.221 -1.351 1.982  0.469
H 1.851 -6.981 -2.244  0.420
C -3.614 -4.368 -2.592  -0.442
C -1.703 -6.399 2.594  -1.022
H -3.219 -2.797 3.266  0.283
N 4.901 0.779 -2.825  -0.397
H 2.151 -3.737 -0.241  -0.341
H -3.841 -6.297 2.722  0.436
C 3.002 -0.840 1.492  -0.218
S 3.008 3.488 3.077  -0.501
C -2.830 7.234 -3.192  -0.448
H 3.066 -6.119 -0.185  0.523
H -3.099 -1.680 4.635  0.178
C -0.697 -4.980 0.991  0.554
C 2.110 3.246 -4.093  0.083
C 1.781 -5.945 -1.905  -0.154
H 0.372 6.199 -2.784  0.440
H 3.533 4.185 -7.023  0.393
H -3.554 3.147 1.416  0.507
C 1.111 1.285 7.105  -1.098
C -3.970 1.533 -2.185  0.344
H 1.552 -3.674 5.287  0.612
H 5.148 -0.781 1.496  0.579
C -4.667 1.560 -3.387  -1.128
H -2.377 -0.166 -5.210  0.589
As 2.654 4.609 1.372  0.705
H 3.799 -5.329 -2.401  0.353
H 0.161 4.169 0.970  -0.005
H -1.456 2.229 6.057  0.233
N -1.902 1.989 1.936  0.562
C 0.516 1.423 5.856  0.628
H -1.176 -0.207 -3.035  0.402
H 4.086 3.051 -4.906  0.303
Se 0.383 -2.169 -1.685  -0.353
H -3.821 -2.223 -2.693  0.476
H 3.271 -1.693 -3.019  0.362
C 2.473 0.610 4.706  0.380
C 3.081 3.420 -5.071  -0.728
H 2.599 -4.024 -2.487  0.074
C 2.770 -5.084 -2.680  -1.110
N 0.315 3.256 -1.674  0.783
C -2.724 0.914 -2.046  0.160
C 3.872 0.164 -2.196  0.210
H -3.962 1.479 1.814  0.348
H -2.302 3.172 3.606  0.532
N -0.727 1.878 5.463  -0.056
H 3.155 6.921 2.175  0.386
C -2.740 -2.633 -0.911  -1.058
H 0.426 -6.320 2.260  0.547
C -1.459 7.306 -2.959  -0.850
H -2.832 1.500 3.778  0.330
C 1.480 4.511 -6.493  -0.629
C 3.075 0.465 5.941  -0.964
H -3.203 -3.438 4.927  0.342
H 3.203 -3.244 4.400  0.516
C -0.771 1.783 4.097  -0.243
H -3.144 3.876 -3.557  0.311
C 2.401 0.793 7.126  -0.657
C -0.699 6.150 -2.947  -0.045
H -2.344 -1.619 -0.828  -0.371
H 1.234 5.002 -7.425  0.414
H -5.725 -3.886 -2.515  0.344
N -4.242 2.061 -0.936  -0.008
H -5.378 -5.596 -2.262  0.385
C -3.440 6.010 -3.410  -0.694
C -1.949 -4.485 0.630  0.614
H 0.900 4.083 -1.536  -0.590
H 4.097 0.110 5.997  0.484
C 3.901 -1.339 -2.201  -0.337
C 1.164 1.081 4.665  -0.639
C -2.131 0.291 -3.141  -0.027
H -0.502 4.710 -5.701  0.455
H -5.635 2.036 -3.481  0.485
N 0.320 1.308 3.575  0.762
H -5.080 -4.440 -0.975  0.236
H 0.687 5.682 0.196  0.355